1.
Here is an isolated ion of composition C4H6NO and charge +1 from the OMol25 dataset. Energies are from ωB97M-V with the def2-TZVPD basis set.

Geometry as ORCA input:
```
! RIJCOSX wB97M-V def2-TZVPD def2/J DEFGRID3
* xyz 1 1
C 0.90 0.92 -1.38
N 0.30 0.64 -0.17
C 0.02 0.98 1.01
C -0.32 -0.38 0.66
C -1.30 -1.46 0.71
O 0.11 -1.59 1.04
H 0.48 0.45 -2.23
H 1.94 0.58 -1.35
H 1.08 1.97 -1.53
H 0.02 1.67 1.87
H -1.87 -1.76 1.56
H -1.37 -2.01 -0.19
*
```

Computed properties:
SMILES: C[N+]1=C[C@@]12CO2
Energy relative to the best compared isomer or geometry (same formula, charge and spin) in kcal/mol: 88.8
Gap between HOMO and LUMO in eV: 10.30

***

2.
Here is a 8-piece molecular cluster, C59H132F6N7P overall from the OMol25 dataset. Energies are from ωB97M-V with the def2-TZVPD basis set.

Geometry as ORCA input:
```
! RIJCOSX wB97M-V def2-TZVPD def2/J DEFGRID3
* xyz 6 1
P -0.09 -0.93 -0.73
F 1.54 -0.51 -0.82
F -0.24 -0.21 0.73
F -0.57 0.49 -1.36
F -1.65 -1.27 -0.48
F 0.04 -1.59 -2.25
F 0.34 -2.41 -0.15
C -9.00 0.48 -1.33
C -7.70 -0.27 -1.37
C -6.46 0.58 -1.79
N -5.07 -0.02 -1.51
C -4.97 -1.50 -1.90
C -3.88 0.68 -2.22
C -3.67 2.02 -1.52
C -4.09 1.79 -0.08
C -4.68 0.36 -0.04
H -9.74 -0.23 -0.96
H -9.18 1.00 -2.27
H -9.07 1.19 -0.51
H -7.73 -1.23 -1.90
H -7.39 -0.71 -0.43
H -6.48 1.54 -1.26
H -6.40 0.81 -2.85
H -3.95 -1.85 -1.75
H -5.46 -1.56 -2.87
H -5.62 -1.94 -1.14
H -3.01 0.03 -2.15
H -4.22 0.80 -3.25
H -2.67 2.40 -1.70
H -4.23 2.85 -1.96
H -3.11 1.86 0.40
H -4.75 2.52 0.39
H -3.88 -0.35 0.14
H -5.54 0.17 0.60
C -8.39 -5.15 2.98
C -7.23 -4.14 3.09
C -5.81 -4.73 3.29
N -4.76 -3.64 3.37
C -4.91 -2.58 4.51
C -4.62 -2.93 1.99
C -3.19 -2.97 1.66
C -2.49 -3.44 2.87
C -3.46 -4.45 3.47
H -8.37 -5.79 3.86
H -8.20 -5.81 2.13
H -9.40 -4.78 2.81
H -7.43 -3.59 4.01
H -7.22 -3.49 2.22
H -5.70 -5.48 2.51
H -5.79 -5.39 4.17
H -5.90 -2.13 4.53
H -4.16 -1.79 4.51
H -4.89 -3.18 5.41
H -5.07 -1.94 2.01
H -5.18 -3.41 1.18
H -2.80 -1.99 1.39
H -3.07 -3.70 0.87
H -2.19 -2.67 3.58
H -1.59 -3.93 2.50
H -3.30 -4.48 4.55
H -3.46 -5.49 3.13
C 0.35 -2.49 -7.29
C -0.11 -3.64 -6.42
C 0.31 -3.48 -4.96
N -0.54 -4.34 -3.98
C -1.91 -3.72 -3.60
C 0.29 -4.71 -2.68
C 0.66 -6.15 -2.79
C -0.57 -6.76 -3.47
C -0.92 -5.73 -4.54
H 1.43 -2.47 -7.39
H 0.08 -1.54 -6.83
H -0.11 -2.30 -8.27
H 0.28 -4.56 -6.86
H -1.18 -3.83 -6.50
H 0.17 -2.51 -4.50
H 1.37 -3.71 -4.98
H -2.50 -4.53 -3.18
H -2.31 -3.24 -4.50
H -1.82 -2.83 -2.98
H -0.34 -4.67 -1.79
H 1.07 -3.95 -2.59
H 0.93 -6.60 -1.84
H 1.59 -6.31 -3.33
H -1.39 -6.90 -2.76
H -0.44 -7.71 -3.99
H -1.94 -5.75 -4.93
H -0.27 -5.97 -5.39
C 1.18 8.46 2.31
C 1.37 7.79 1.01
C 2.19 6.43 1.08
N 1.94 5.33 0.02
C 2.39 5.95 -1.30
C 2.77 4.08 0.29
C 1.95 3.27 1.24
C 0.54 3.37 0.56
C 0.50 4.80 0.06
H 2.15 8.82 2.63
H 0.77 7.80 3.07
H 0.48 9.29 2.22
H 1.94 8.43 0.34
H 0.36 7.60 0.62
H 1.93 5.76 1.90
H 3.26 6.61 1.11
H 2.17 5.32 -2.16
H 3.42 6.30 -1.37
H 1.79 6.86 -1.41
H 3.09 3.44 -0.53
H 3.67 4.50 0.73
H 2.20 2.21 1.32
H 1.80 3.56 2.28
H 0.42 2.65 -0.25
H -0.19 3.27 1.37
H 0.28 4.71 -1.00
H -0.19 5.48 0.55
C 8.52 -4.52 3.15
C 8.36 -3.09 2.65
C 6.92 -3.01 2.24
N 6.51 -1.52 1.81
C 4.97 -1.52 1.64
C 4.31 -0.19 1.36
C 4.74 0.86 2.33
C 6.30 0.89 2.52
C 6.86 -0.46 2.85
C 7.08 -1.11 0.43
H 7.75 -4.78 3.88
H 9.49 -4.84 3.53
H 8.22 -5.25 2.40
H 9.14 -2.79 1.94
H 8.52 -2.42 3.49
H 6.36 -3.13 3.17
H 6.61 -3.72 1.47
H 4.50 -1.92 2.53
H 4.72 -2.33 0.95
H 3.25 -0.42 1.50
H 4.47 0.14 0.33
H 4.21 0.88 3.29
H 4.32 1.77 1.91
H 6.57 1.67 3.23
H 6.70 1.32 1.61
H 6.39 -0.80 3.78
H 7.92 -0.53 3.11
H 6.97 -1.94 -0.27
H 8.08 -0.74 0.61
H 6.44 -0.30 0.09
C 3.12 3.28 9.16
C 1.95 2.35 8.56
C 1.94 2.40 7.06
N 1.02 1.35 6.39
C 1.72 -0.03 6.58
C 1.09 -1.06 5.65
C 1.18 -0.58 4.15
C 0.54 0.76 3.95
C 1.11 1.81 4.89
C -0.47 1.36 6.90
H 4.10 2.82 9.17
H 2.93 3.54 10.20
H 3.18 4.23 8.62
H 1.07 2.81 9.01
H 2.16 1.41 9.06
H 2.93 2.33 6.60
H 1.58 3.37 6.74
H 2.73 0.27 6.28
H 1.87 -0.30 7.62
H 1.71 -1.93 5.87
H 0.07 -1.23 5.99
H 2.26 -0.48 4.04
H 0.88 -1.33 3.42
H 0.70 1.05 2.91
H -0.53 0.75 4.18
H 2.14 1.87 4.54
H 0.50 2.72 4.88
H -0.91 2.34 6.73
H -0.43 1.16 7.97
H -1.01 0.51 6.49
C 0.17 2.45 -10.25
C 0.84 2.60 -8.90
C -0.20 2.41 -7.78
N 0.43 2.69 -6.38
C 1.74 1.93 -6.18
C 2.25 1.91 -4.71
C 1.11 1.28 -3.78
C -0.12 2.13 -3.93
C -0.70 2.19 -5.36
C 0.70 4.22 -6.12
H 0.87 2.69 -11.05
H -0.75 3.02 -10.38
H -0.16 1.42 -10.37
H 1.28 3.60 -8.90
H 1.70 1.94 -8.77
H -0.64 1.41 -7.74
H -0.99 3.15 -7.92
H 1.59 0.95 -6.62
H 2.53 2.46 -6.72
H 3.12 1.26 -4.62
H 2.50 2.91 -4.35
H 0.82 0.27 -4.04
H 1.57 1.25 -2.79
H -0.95 1.74 -3.34
H -0.02 3.11 -3.47
H -1.00 1.18 -5.65
H -1.53 2.89 -5.45
H -0.08 4.78 -6.62
H 1.68 4.42 -6.56
H 0.75 4.41 -5.05
*
```

Computed properties:
Gap between HOMO and LUMO in eV: 10.72

***

3.
Here is C59H72AsBiOPSi as an isolated structure from the OMol25 dataset. Energies are from ωB97M-V with the def2-TZVPD basis set.

Geometry as ORCA input:
```
! RIJCOSX wB97M-V def2-TZVPD def2/J DEFGRID3
* xyz 1 1
Bi -18.28 4.50 -16.76
C -20.49 5.00 -18.10
C -20.81 3.60 -17.90
C -19.79 2.87 -18.57
C -18.85 3.88 -19.06
C -19.40 5.18 -18.92
C -18.93 6.40 -19.54
C -17.41 6.47 -19.63
C -19.43 7.64 -18.77
C -19.52 6.49 -21.01
C -19.52 1.42 -18.79
C -18.30 1.23 -19.66
C -20.73 0.71 -19.40
C -19.19 0.83 -17.45
C -22.09 3.22 -17.10
C -21.91 1.98 -16.19
C -23.24 2.98 -18.09
C -22.52 4.47 -16.21
H -21.20 5.69 -17.68
H -17.98 3.71 -19.72
H -17.01 6.38 -18.58
H -17.05 7.43 -19.98
H -16.88 5.68 -20.13
H -18.92 7.69 -17.81
H -20.52 7.73 -18.56
H -19.04 8.56 -19.31
H -19.17 5.66 -21.62
H -19.10 7.45 -21.38
H -20.60 6.57 -21.02
H -18.37 1.81 -20.60
H -18.20 0.16 -19.89
H -17.39 1.53 -19.10
H -20.91 1.06 -20.47
H -21.61 0.67 -18.76
H -20.33 -0.36 -19.39
H -18.38 1.31 -17.00
H -18.87 -0.20 -17.64
H -20.04 0.86 -16.75
H -21.76 1.10 -16.80
H -22.83 1.89 -15.65
H -21.11 2.08 -15.51
H -23.00 2.20 -18.78
H -23.61 3.88 -18.52
H -24.12 2.61 -17.55
H -21.67 4.79 -15.56
H -23.32 4.16 -15.53
H -22.81 5.17 -16.96
C -15.15 1.19 -15.80
C -13.89 1.11 -14.94
As -13.05 -0.69 -15.39
C -12.64 -0.45 -17.31
C -13.71 -0.78 -18.14
C -13.56 -0.74 -19.56
C -12.40 -0.33 -20.17
C -11.37 0.01 -19.28
C -11.49 0.02 -17.90
C -11.34 -0.37 -14.57
C -11.29 0.37 -13.39
C -10.15 0.31 -12.62
C -9.08 -0.44 -13.08
C -9.10 -1.15 -14.34
C -10.28 -1.17 -15.03
P -15.53 2.88 -16.38
C -14.31 3.42 -17.62
C -13.05 3.90 -17.38
C -12.31 4.41 -18.47
C -12.90 4.46 -19.75
C -14.11 3.91 -20.00
C -14.79 3.40 -18.92
C -15.34 3.78 -14.76
C -14.15 4.59 -14.33
C -14.30 5.45 -13.36
C -15.60 5.64 -12.60
C -16.60 4.41 -12.71
C -16.44 3.68 -14.00
H -16.05 0.79 -15.35
H -15.03 0.57 -16.74
H -14.20 1.08 -13.86
H -13.11 1.84 -15.12
H -14.58 -1.20 -17.68
H -14.43 -0.94 -20.16
H -12.35 -0.23 -21.23
H -10.37 0.22 -19.74
H -10.62 0.29 -17.34
H -12.13 0.96 -13.09
H -10.01 0.94 -11.78
H -8.14 -0.41 -12.54
H -8.25 -1.65 -14.83
H -10.36 -1.68 -15.96
H -12.64 3.74 -16.44
H -11.29 4.71 -18.34
H -12.41 4.83 -20.67
H -14.49 3.77 -20.98
H -15.76 2.99 -19.06
H -13.17 4.29 -14.72
H -13.56 6.05 -12.97
H -15.29 5.81 -11.57
H -16.60 3.81 -11.86
H -17.22 3.04 -14.40
C -14.75 8.91 -14.44
C -15.59 8.33 -15.68
C -14.72 7.48 -16.55
C -16.09 9.58 -16.49
Si -16.96 7.35 -14.86
O -17.25 6.13 -15.98
C -18.54 8.36 -14.70
C -19.83 7.89 -15.01
C -20.98 8.64 -14.73
C -20.85 9.81 -13.99
C -19.55 10.32 -13.72
C -18.46 9.61 -14.04
C -16.70 6.61 -13.06
C -16.89 7.84 -12.16
C -17.75 7.80 -11.15
C -18.72 6.73 -11.03
C -18.70 5.61 -11.75
C -17.78 5.45 -12.89
H -13.86 9.34 -14.75
H -14.47 8.07 -13.77
H -15.21 9.59 -13.78
H -13.78 8.02 -16.80
H -15.11 7.18 -17.54
H -14.48 6.56 -16.03
H -15.29 10.07 -16.99
H -16.64 10.33 -15.90
H -16.76 9.23 -17.31
H -19.94 6.95 -15.43
H -21.95 8.31 -15.08
H -21.69 10.40 -13.56
H -19.47 11.30 -13.26
H -17.44 10.15 -13.83
H -16.19 8.63 -12.37
H -17.91 8.62 -10.47
H -19.42 6.78 -10.20
H -19.32 4.77 -11.52
H -18.32 5.17 -13.76
*
```

Computed properties:
Gap between HOMO and LUMO in eV: 6.62

***

4.
Here is a 2-piece molecular cluster, C2H2O2S overall from the OMol25 dataset. Energies are from ωB97M-V with the def2-TZVPD basis set.

Geometry as ORCA input:
```
! RIJCOSX wB97M-V def2-TZVPD def2/J DEFGRID3
* xyz 0 1
C -3.23 -1.40 0.08
C -0.56 0.66 -1.15
O -4.00 -0.60 -0.18
O -1.09 1.23 1.17
S -1.39 1.62 -0.20
H -0.67 0.85 -2.22
H 0.12 -0.15 -0.94
*
```

Computed properties:
Energy relative to the best compared isomer or geometry (same formula, charge and spin) in kcal/mol: 32.8
Gap between HOMO and LUMO in eV: 9.75

***

5.
Here is a 3-piece molecular cluster, C19H49BF3N7O8P2S2 overall from the OMol25 dataset. Energies are from ωB97M-V with the def2-TZVPD basis set.

Geometry as ORCA input:
```
! RIJCOSX wB97M-V def2-TZVPD def2/J DEFGRID3
* xyz 0 1
C -3.67 -4.62 1.97
C -2.13 -4.18 2.24
S -1.34 -4.06 0.56
C 0.18 -3.00 0.61
C -0.01 -1.57 1.30
O 1.38 -1.06 1.27
S 1.58 -0.33 -0.24
O 2.19 -1.17 -1.33
O 2.16 1.04 -0.27
O -0.05 -0.34 -0.74
C -0.80 -0.43 0.53
C -0.75 1.09 1.06
O -0.09 1.26 2.34
C -0.05 2.59 2.74
F -1.26 2.96 3.34
F 0.37 3.49 1.77
F 0.91 2.66 3.77
B -2.41 -0.62 0.24
N -3.29 -1.45 1.14
O -2.93 0.10 -0.89
H -3.87 -5.69 2.29
H -3.84 -4.60 0.84
H -4.41 -3.87 2.40
H -2.05 -3.24 2.87
H -1.66 -5.08 2.75
H 0.61 -2.96 -0.43
H 0.95 -3.56 1.25
H -0.27 -1.55 2.42
H -1.83 1.45 1.20
H -0.33 1.72 0.22
H -3.60 -2.23 0.52
H -4.15 -0.93 1.35
H -3.90 0.11 -0.73
C 6.15 -3.00 4.40
N 6.08 -3.75 3.17
C 6.39 -5.16 3.39
P 6.25 -3.22 1.54
O 4.99 -3.99 1.09
N 5.48 -1.68 1.26
C 4.84 -0.90 2.32
C 4.53 -1.66 0.14
N 7.75 -2.39 1.94
C 8.90 -3.21 2.28
C 7.98 -0.98 2.19
H 7.16 -2.63 4.63
H 5.83 -3.60 5.26
H 5.46 -2.16 4.42
H 7.47 -5.36 3.31
H 5.88 -5.79 2.66
H 6.07 -5.52 4.37
H 4.01 -1.44 2.78
H 4.46 0.05 1.93
H 5.55 -0.60 3.09
H 3.56 -2.10 0.42
H 4.91 -2.22 -0.72
H 4.34 -0.64 -0.20
H 8.92 -3.44 3.35
H 9.85 -2.72 2.03
H 8.88 -4.15 1.72
H 7.72 -0.71 3.21
H 7.46 -0.33 1.49
H 9.04 -0.72 2.06
C -4.67 5.53 -2.59
N -4.95 4.14 -2.30
C -4.32 3.73 -1.05
P -5.36 2.85 -3.37
O -6.52 2.41 -2.46
N -6.45 3.37 -4.62
C -6.90 4.75 -4.79
C -7.68 2.55 -4.73
N -3.99 3.26 -4.40
C -2.66 3.03 -3.87
C -3.97 4.01 -5.64
H -3.73 5.69 -3.13
H -4.61 6.13 -1.67
H -5.47 6.02 -3.14
H -3.29 3.37 -1.21
H -4.88 2.92 -0.58
H -4.28 4.54 -0.31
H -7.44 5.11 -3.90
H -7.56 4.84 -5.65
H -6.07 5.42 -5.00
H -8.42 2.82 -3.97
H -7.45 1.49 -4.64
H -8.15 2.69 -5.71
H -2.29 3.89 -3.30
H -1.92 2.82 -4.66
H -2.65 2.15 -3.21
H -3.98 5.09 -5.46
H -4.78 3.74 -6.32
H -3.06 3.80 -6.22
*
```

Computed properties:
SMILES: CCSC[C@H]1OS(=O)(=O)O[C@@]1(COC(F)(F)F)B(N)O.CN(C)P(=O)(N(C)C)N(C)C.CN(C)P(=O)(N(C)C)N(C)C
Gap between HOMO and LUMO in eV: 6.80

***

6.
Here is a 2-piece molecular cluster, CH6N2O overall from the OMol25 dataset. Energies are from ωB97M-V with the def2-TZVPD basis set.

Geometry as ORCA input:
```
! RIJCOSX wB97M-V def2-TZVPD def2/J DEFGRID3
* xyz 0 1
H 0.18 -0.93 2.24
N 0.57 -0.53 1.36
C 0.16 0.68 1.10
N 0.27 1.08 -0.23
H -0.20 1.56 1.68
H 0.83 0.50 -0.87
H 0.23 2.03 -0.53
O -0.95 -1.74 -1.71
H 0.01 -1.84 -1.54
H -1.09 -0.82 -1.50
*
```

Computed properties:
SMILES: [H]/N=C/N.O
Energy relative to the best compared isomer or geometry (same formula, charge and spin) in kcal/mol: 24.4
Gap between HOMO and LUMO in eV: 10.36